No. 1
This record from OMol25 describes a structure of composition C28H26N5O4PZr. The level of theory is the ωB97M-V functional and the def2-TZVPD basis.

Frontier orbital gap = 7.05 eV
Energy above the lowest of the compared OMol25 structures with the same formula, charge and spin = 26.9 kJ/mol
Electronic energy = -55653.7175 eV

Structure (ORCA input):
```
! wB97M-V def2-TZVPD RIJCOSX def2/J DEFGRID3
* xyz 2 1
Zr -0.04 0.52 -0.76
C -4.33 -1.17 0.36
C -3.04 -0.50 0.04
N -2.02 -1.07 -0.48
O -2.19 -2.37 -0.79
C -2.69 0.92 0.34
C -3.08 1.63 1.56
N -1.88 1.36 -0.57
O -0.87 2.28 -0.28
H -4.15 -2.08 0.94
H -4.83 -1.48 -0.56
H -5.00 -0.51 0.91
H -1.31 -2.69 -1.05
H -3.06 0.96 2.42
H -4.11 1.99 1.46
H -2.43 2.49 1.73
O 0.39 -0.37 1.07
C 1.14 -1.18 0.40
O 0.76 -1.42 -0.81
C 2.55 -1.44 0.74
P 3.39 -0.43 -0.67
C 5.02 -0.04 0.01
C 5.95 -1.09 -0.06
C 7.25 -0.90 0.38
C 7.64 0.33 0.88
C 6.73 1.38 0.94
C 5.43 1.20 0.51
C 2.48 1.20 -0.44
C 2.19 1.79 0.80
C 1.74 3.10 0.88
C 1.56 3.85 -0.28
C 1.83 3.29 -1.52
C 2.28 1.97 -1.60
H 2.83 -2.47 0.57
H 2.81 -1.11 1.74
H 5.66 -2.05 -0.47
H 7.96 -1.72 0.33
H 8.66 0.48 1.22
H 7.04 2.35 1.32
H 4.74 2.03 0.56
H 2.40 1.26 1.72
H 1.55 3.55 1.84
H 1.22 4.88 -0.21
H 1.73 3.88 -2.42
H 2.61 1.57 -2.55
N 4.84 -0.41 -10.21
C 4.15 -0.19 -9.31
C 3.29 0.08 -8.18
C 3.86 0.35 -6.94
C 3.03 0.60 -5.85
C 1.66 0.57 -6.03
C 1.09 0.31 -7.26
C 1.91 0.07 -8.35
N 0.80 0.82 -4.89
C -0.12 1.86 -4.77
C -0.72 1.69 -3.57
N -0.17 0.57 -2.95
C 0.73 0.08 -3.79
H 4.93 0.36 -6.83
H 3.46 0.82 -4.88
H 0.01 0.29 -7.37
H 1.49 -0.14 -9.32
H -0.25 2.59 -5.54
H -1.51 2.27 -3.12
H 1.31 -0.82 -3.64
*
```

Atom-resolved charges from Löwdin, all expressed in e: 1.885 0.030 -0.225 -0.031 0.058 -0.216 0.041 -0.169 -0.283 0.108 0.112 0.094 0.118 0.117 0.122 0.095 -0.101 -0.672 -0.183 -0.162 1.129 -0.396 -0.107 -0.057 -0.051 -0.057 -0.081 -0.474 -0.114 -0.034 -0.033 -0.045 -0.152 0.110 0.110 0.105 0.117 0.119 0.116 0.095 0.129 0.133 0.132 0.126 0.092 0.197 -0.155 -0.199 0.005 0.003 -0.191 0.013 0.011 0.009 0.013 -0.089 -0.095 -0.117 0.134 0.115 0.131 0.137 0.148 0.118 0.159

=====

No. 2
This record from OMol25 describes a structure of composition C28H26N5PtSi. The level of theory is the ωB97M-V functional and the def2-TZVPD basis.

Frontier orbital gap = 8.21 eV
Energy above the lowest of the compared OMol25 structures with the same formula, charge and spin = 0.0 kJ/mol
Electronic energy = -48029.5260 eV

Structure (ORCA input):
```
! wB97M-V def2-TZVPD RIJCOSX def2/J DEFGRID3
* xyz 1 1
Pt 0.83 -0.04 -0.04
C 3.61 0.98 -0.85
N 3.13 -0.30 -0.31
C 3.61 -0.84 0.97
C 2.53 -1.01 2.01
N 1.24 -0.94 1.79
C 0.61 -1.23 3.00
C -0.73 -1.24 3.36
C -1.04 -1.56 4.66
C -0.04 -1.85 5.60
C 1.30 -1.82 5.27
C 1.60 -1.49 3.95
N 2.81 -1.33 3.29
C 2.52 2.01 -1.02
N 1.23 1.79 -0.95
C 0.60 3.00 -1.24
C -0.74 3.35 -1.25
C -1.05 4.65 -1.58
C -0.06 5.60 -1.87
C 1.28 5.27 -1.83
C 1.58 3.95 -1.50
N 2.79 3.29 -1.34
H 3.99 0.78 -1.85
H 4.44 1.39 -0.28
H 3.31 -1.01 -1.02
H 4.45 -0.26 1.37
H 4.00 -1.84 0.78
H -1.50 -1.01 2.64
H -2.07 -1.59 4.97
H -0.32 -2.10 6.62
H 2.08 -2.02 5.99
H 3.72 -1.46 3.68
H -1.51 2.63 -1.02
H -2.09 4.96 -1.61
H -0.35 6.61 -2.11
H 2.05 6.00 -2.03
H 3.71 3.69 -1.47
C -2.40 0.62 -4.76
C -1.38 -0.26 -4.42
C -1.10 -0.51 -3.08
C -1.82 0.12 -2.06
C -2.84 1.00 -2.42
C -3.13 1.25 -3.76
Si -1.43 -0.26 -0.26
C -1.83 -2.05 0.14
C -1.11 -3.09 -0.47
C -1.41 -4.42 -0.21
C -2.44 -4.74 0.67
C -3.16 -3.73 1.28
C -2.86 -2.40 1.01
H -2.63 0.81 -5.80
H -0.82 -0.76 -5.19
H -0.30 -1.20 -2.84
H -3.43 1.49 -1.66
H -3.93 1.93 -4.02
H -2.29 0.61 0.59
H -0.31 -2.86 -1.16
H -0.84 -5.20 -0.69
H -2.67 -5.78 0.87
H -3.97 -3.98 1.96
H -3.45 -1.62 1.49
*
```

Atom-resolved charges from Löwdin, all expressed in e: 0.884 -0.100 -0.136 -0.100 -0.296 -0.010 -0.189 0.005 -0.056 -0.067 -0.006 -0.173 0.178 -0.296 -0.009 -0.189 0.004 -0.056 -0.067 -0.006 -0.173 0.178 0.141 0.134 0.121 0.133 0.141 0.074 0.112 0.111 0.116 0.175 0.072 0.112 0.111 0.116 0.175 -0.079 -0.081 -0.120 -0.341 -0.134 -0.077 0.529 -0.341 -0.119 -0.081 -0.079 -0.077 -0.134 0.106 0.104 0.078 0.098 0.106 -0.014 0.078 0.104 0.106 0.106 0.098